{
  "formula": "C6H12O",
  "method": "ωB97M-V with the def2-TZVPD basis set",
  "relative_energy_kcal_mol": 128.21,
  "e_tot_ha": -310.854959,
  "spin_multiplicity": 1,
  "lumo_ev": -0.20,
  "charge": 0,
  "homo_ev": -8.599,
  "elements": ["C", "C", "O", "C", "C", "C", "C", "H", "H", "H", "H", "H", "H", "H", "H", "H", "H", "H", "H"],
  "xyz": [[-0.616343, -0.895915, -1.780428], [-0.086282, -1.636224, -0.556872], [1.263777, -2.116040, -0.787150], [1.716393, -1.091052, 0.116687], [0.343935, -0.880891, 0.680937], [-0.785313, 1.378151, 1.759730], [-0.266938, 1.808802, 0.380602], [-0.748168, -1.626696, -2.583860], [-1.574675, -0.403084, -1.590834], [0.104623, -0.146288, -2.124272], [-0.776762, -2.449405, -0.287217], [2.081040, -0.195164, -0.415613], [2.493393, -1.402332, 0.824787], [-1.498932, 0.550348, 1.717751], [-1.268486, 2.237624, 2.232244], [0.016972, 1.029498, 2.413919], [-1.094338, 2.145682, -0.249237], [0.253173, 1.057353, -0.229148], [0.442932, 2.635631, 0.477977]],
  "atomic_forces_ev_per_a": [[-0.033, 0.027, -0.025], [-0.195, -0.103, -0.020], [0.246, -0.212, -0.331], [0.153, 0.017, 0.255], [0.203, -0.253, -0.342], [-0.010, 0.183, 0.076], [-0.166, 0.193, 0.000], [0.004, 0.101, 0.105], [0.132, -0.105, 0.066], [-0.095, -0.117, 0.124], [0.133, -0.001, -0.071], [-0.049, -0.136, 0.107], [-0.075, -0.111, -0.142], [0.096, 0.278, -0.125], [-0.016, 0.002, -0.008], [-0.084, 0.151, -0.140], [0.027, 0.101, 0.049], [-0.172, -0.006, 0.421], [-0.099, -0.009, 0.000]],
  "mulliken_charge": [-1.31, 0.66, -0.45, -0.21, -0.55, -0.93, -0.49, 0.36, 0.32, 0.30, 0.31, 0.21, 0.30, 0.33, 0.34, 0.32, 0.25, -0.06, 0.29]
}

{
  "formula": "C6H12O",
  "method": "ωB97M-V with the def2-TZVPD basis set",
  "relative_energy_kcal_mol": 79.42,
  "smiles": "C=CC=C(C)C.O",
  "e_tot_ha": -310.932702,
  "spin_multiplicity": 1,
  "lumo_ev": 0.66,
  "charge": 0,
  "homo_ev": -8.765,
  "elements": ["C", "C", "C", "C", "C", "C", "H", "H", "H", "H", "H", "H", "H", "H", "H", "H", "H", "H", "O"],
  "xyz": [[1.071407, -0.404700, -0.204587], [-0.370599, -0.817825, 0.202692], [-1.347674, 0.059619, -0.056978], [-1.281718, 1.064631, -1.201530], [-0.753832, 1.081689, -2.446327], [-0.532506, -1.988078, 0.970337], [1.618476, -1.409284, -0.243008], [1.676288, 0.159584, 0.479752], [1.054153, 0.127800, -1.127118], [-2.404172, -0.102833, 0.233751], [-1.731001, 1.959157, -0.711699], [0.083605, 0.340680, -2.839969], [-0.758022, 1.932540, -3.213523], [0.271271, -2.697812, 0.995882], [-1.271664, -2.685938, 0.454434], [-0.879333, -1.890259, 2.057822], [1.556756, 2.083427, 2.919522], [1.864151, 1.178759, 1.686125], [2.134411, 2.008842, 2.044424]],
  "atomic_forces_ev_per_a": [[-0.289, -3.304, 0.007], [1.597, 4.058, -0.566], [-0.195, -0.885, -2.710], [0.140, 1.267, 1.322], [2.209, -0.260, -0.783], [-2.416, -4.035, 2.325], [-0.327, 1.456, -0.611], [-0.291, 0.233, 0.556], [0.351, 0.045, -0.493], [0.732, -0.061, 0.148], [-0.223, -0.096, -1.586], [-2.413, 0.832, 0.994], [-0.582, -0.928, 1.744], [1.154, 0.241, 0.126], [0.205, 1.041, 0.744], [0.346, 0.138, -1.496], [1.906, -0.198, -2.861], [-0.337, -0.794, -0.270], [-1.567, 1.249, 3.408]],
  "mulliken_charge": [-0.81, 0.99, -0.42, -0.27, -0.57, -1.34, 0.28, 0.07, 0.15, 0.34, 0.25, 0.23, 0.24, 0.38, 0.28, 0.26, 0.31, 0.28, -0.66]
}

{
  "formula": "C6H12O",
  "method": "ωB97M-V with the def2-TZVPD basis set",
  "relative_energy_kcal_mol": 76.35,
  "smiles": "C=C/C(C)=C/C.O",
  "e_tot_ha": -310.937605,
  "spin_multiplicity": 1,
  "lumo_ev": 0.84,
  "charge": 0,
  "homo_ev": -8.635,
  "elements": ["C", "C", "C", "C", "C", "C", "H", "H", "H", "H", "H", "H", "H", "H", "H", "H", "H", "H", "O"],
  "xyz": [[0.681432, -1.834713, 0.650443], [0.061505, -0.672907, -0.112775], [-1.183062, -0.185219, -0.032116], [-2.410795, -0.683474, 0.700994], [1.167680, 0.024678, -2.437058], [0.980280, -0.007506, -1.068911], [0.432921, -2.960305, 0.200560], [0.283892, -1.982127, 1.722223], [1.796727, -1.786505, 0.752095], [-1.354913, 0.750981, -0.650866], [-3.338074, -0.884202, 0.111167], [-2.769192, 0.299674, 1.335092], [-2.050344, -1.501185, 1.342482], [0.548263, -0.519762, -3.137695], [1.996518, 0.612466, -2.841697], [1.888388, -0.039232, -0.634499], [0.339769, 2.168207, 1.001956], [0.150664, 3.461009, 1.831430], [0.786642, 2.816979, 1.595536]],
  "atomic_forces_ev_per_a": [[-0.827, -3.116, 0.957], [-0.604, -0.336, -0.915], [-1.105, 0.888, -1.383], [0.086, 2.814, 1.579], [-1.147, 0.051, 2.059], [-0.587, -1.758, -2.851], [0.664, 3.034, 0.619], [0.466, 0.656, -1.534], [-1.019, 0.163, -0.327], [0.148, -1.247, 0.599], [1.175, -0.281, 0.094], [0.800, -2.603, -0.924], [-0.926, 0.186, 0.034], [-0.554, 0.569, -0.106], [0.009, -0.643, 0.239], [3.424, 1.701, 1.882], [0.403, 0.782, 0.708], [-1.102, 0.913, 0.268], [0.694, -1.773, -0.999]],
  "mulliken_charge": [-1.19, 0.88, -0.09, -1.04, -0.66, -0.83, 0.22, 0.31, 0.35, 0.32, 0.30, 0.21, 0.27, 0.25, 0.27, 0.43, 0.35, 0.30, -0.65]
}

{
  "formula": "C6H12O",
  "method": "ωB97M-V with the def2-TZVPD basis set",
  "relative_energy_kcal_mol": 39.80,
  "smiles": "C/C=C/C=C/C.O",
  "e_tot_ha": -310.995853,
  "spin_multiplicity": 1,
  "lumo_ev": 0.81,
  "charge": 0,
  "homo_ev": -8.337,
  "elements": ["C", "C", "C", "C", "C", "C", "H", "H", "H", "H", "H", "H", "H", "H", "H", "H", "H", "H", "O"],
  "xyz": [[1.326470, 1.781820, -0.521342], [0.612133, 0.484272, -0.898270], [0.452156, -0.533353, -0.060889], [-0.238989, -1.777478, -0.433849], [-0.229558, -2.871196, 0.311245], [-1.088073, -4.084791, 0.064317], [1.403215, 2.388432, -1.392057], [2.324568, 1.455555, -0.262198], [0.839554, 2.276814, 0.309228], [0.425286, 0.348485, -1.957803], [0.804206, -0.505947, 0.963412], [-0.932006, -1.679335, -1.267222], [0.198243, -2.867554, 1.309446], [-1.842066, -3.797781, -0.671599], [-0.508896, -4.846158, -0.463312], [-1.451710, -4.574486, 0.960703], [-0.729812, 5.675048, 1.874064], [-0.301868, 6.789757, 0.880873], [-1.062853, 6.337889, 1.255245]],
  "atomic_forces_ev_per_a": [[-0.332, -1.775, -0.087], [0.733, 0.520, 0.232], [-0.408, -0.596, -0.338], [-0.085, 0.770, 0.222], [-1.075, -0.594, 1.015], [0.777, 0.189, -1.283], [-0.036, 0.836, -0.444], [0.431, 0.400, 0.374], [0.047, 0.245, 0.059], [-0.518, -0.031, 0.041], [0.071, 0.286, 0.127], [0.336, -0.343, -0.286], [0.699, 0.191, -0.220], [-0.465, -0.254, 0.413], [0.193, -0.145, 0.086], [-0.369, 0.303, 0.092], [0.076, 0.253, -0.225], [0.096, -0.122, 0.115], [-0.172, -0.133, 0.109]],
  "mulliken_charge": [-1.08, -0.07, -0.33, -0.35, -0.03, -1.08, 0.33, 0.29, 0.28, 0.31, 0.29, 0.25, 0.28, 0.30, 0.27, 0.33, 0.32, 0.32, -0.64]
}